Record 1
Formula: C3H6F3NO2
Source: the OMol25 dataset
Level of theory: wB97M-V/def2-TZVPD

XYZ file:
```
15
Properties=species:S:1:pos:R:3:forces:R:3
C -0.892 0.003 -0.325 2.162 4.475 -1.267
C 0.382 1.488 0.231 -5.865 -2.961 0.124
C -2.230 0.286 0.188 0.762 0.526 -0.445
N -0.350 -1.235 0.082 -0.407 0.571 0.849
O 1.076 0.800 1.174 0.488 -0.687 -0.108
O 0.920 1.810 -0.979 0.131 0.815 1.089
F -3.015 -0.531 -0.455 -2.707 -1.708 -1.151
F -2.407 0.034 1.473 -0.012 0.411 1.160
F -2.652 1.536 -0.115 0.187 -0.034 0.510
H -0.939 0.311 -1.439 0.274 -1.030 1.598
H -0.394 2.239 0.602 1.671 -0.642 -0.417
H -1.024 -1.976 0.129 -0.614 -0.263 0.483
H 0.263 -1.539 -0.611 1.580 -0.563 -1.222
H 0.717 -0.172 1.234 0.558 1.724 -0.459
H 1.725 1.331 -0.907 1.792 -0.635 -0.745
```
Forces are in eV/Å.

- Electronic energy: -622.6897 Ha
- HOMO: -8.6658 eV
- HOMO-LUMO gap: 9.26 eV
- Energy above the lowest of the compared OMol25 structures with the same formula, charge and spin: 0.4463 eV



Record 2
Formula: C10H16O
Source: the OMol25 dataset
Level of theory: wB97M-V/def2-TZVPD

XYZ file:
```
27
Properties=species:S:1:pos:R:3:forces:R:3
C -0.897 -1.924 1.215 0.628 0.150 -0.256
C -0.199 -1.767 -0.133 -1.914 0.080 1.045
C 1.157 -1.710 -0.253 1.406 0.970 -1.650
C 1.679 -1.247 -1.481 -1.136 -0.328 0.010
C 0.803 -0.869 -2.499 1.124 -0.095 -0.768
O 1.344 -0.368 -3.671 -0.897 -0.052 0.245
C -0.574 -1.046 -2.432 0.256 0.215 0.929
C -1.049 -1.535 -1.231 0.394 0.048 0.072
H -0.170 -1.809 2.021 0.086 -0.814 0.052
H -1.455 -2.859 1.211 0.022 -0.052 0.550
H -1.564 -1.093 1.449 -0.318 -0.062 -0.552
H 1.902 -1.897 0.509 -0.462 -0.158 0.444
H 2.741 -1.182 -1.681 0.097 0.054 0.235
H 2.274 -0.570 -3.647 0.594 0.069 -0.150
H -1.250 -0.677 -3.189 0.154 -0.286 -0.317
H -2.108 -1.730 -1.114 -0.070 0.249 0.127
C -0.235 2.209 0.095 -0.350 -0.372 -0.139
C -0.702 2.463 1.552 0.587 -1.459 -1.071
C 0.024 1.519 2.515 0.765 0.923 0.080
H 0.227 1.233 -0.093 0.151 -0.006 0.524
H 0.499 2.970 -0.159 -0.023 0.001 -0.392
H -1.054 2.183 -0.628 -0.008 0.588 0.040
H -0.409 3.489 1.753 -0.440 0.103 0.485
H -1.776 2.302 1.646 -0.050 0.368 0.023
H 1.103 1.604 2.337 0.016 0.422 0.321
H -0.220 1.863 3.523 0.271 -0.534 0.179
H -0.094 0.449 2.386 -0.883 -0.023 -0.067
```
Forces are in eV/Å.

- Electronic energy: -465.8495 Ha
- HOMO: -8.4142 eV
- HOMO-LUMO gap: 9.34 eV
- Energy above the lowest of the compared OMol25 structures with the same formula, charge and spin: 1.3139 eV



Record 3
Formula: C7H14NO
Source: the OMol25 dataset
Level of theory: wB97M-V/def2-TZVPD

XYZ file:
```
23
Properties=species:S:1:pos:R:3:forces:R:3
C -0.196 -0.125 -0.169 0.803 -3.384 0.848
C -1.462 -0.367 -0.187 -2.172 0.250 1.861
C 2.001 0.078 -0.897 3.715 4.392 1.276
C 2.442 -1.013 0.025 0.876 -0.960 0.046
C -2.129 -1.644 0.235 2.979 -3.735 -0.206
C -2.630 0.673 -0.300 2.729 -1.156 1.027
C 1.058 1.633 0.879 -0.999 2.365 2.279
N 0.768 0.846 -0.326 0.469 -0.122 -0.380
O 1.358 -1.800 0.158 -3.870 0.826 -0.433
H 2.794 0.902 -1.151 -1.415 -1.505 0.418
H 1.682 -0.401 -1.722 -1.257 -1.254 -3.077
H 3.330 -1.633 -0.378 -1.232 1.048 -0.318
H 2.790 -0.783 0.999 0.602 1.315 1.072
H -1.351 -2.465 0.570 -1.078 1.603 -1.109
H -2.616 -1.541 1.190 -1.021 0.535 -0.158
H -2.681 -2.121 -0.622 0.052 0.757 1.166
H -3.305 0.164 -0.882 -1.637 -0.398 -2.055
H -3.150 0.883 0.603 0.076 -0.246 1.246
H -2.200 1.553 -0.611 0.170 2.277 -1.466
H 1.272 0.931 1.743 0.534 1.075 -1.220
H 1.802 2.473 0.529 -1.095 -1.922 1.312
H 0.050 2.183 1.251 2.244 -1.234 -1.199
H 0.374 1.572 -0.937 0.526 -0.529 -0.931
```
Forces are in eV/Å.

- Electronic energy: -404.6235 Ha
- HOMO (spin up / spin down): -13.4090 / -13.4048 eV
- Net charge: +1
- HOMO-LUMO gap (spin up / spin down): 8.18 / 8.17 eV
- Energy above the lowest of the compared OMol25 structures with the same formula, charge and spin: 7.4542 eV



It is found that the largest force on an atom values, taken in the order of the records, are 6.571, 2.375, 5.892 eV/A.